{"formula": "C24H28N4O4", "method": "the ωB97M-V functional and the def2-TZVPD basis", "smiles": "CCN(C(=O)C1CCN(c2nc(-c3ccc(OC)cc3)no2)CC1)c1ccc(OC)cc1", "total_energy_ev": -39492.361, "total_charge": 0, "elements": ["C", "H", "H", "C", "N", "C", "O", "C", "H", "C", "C", "N", "C", "N", "C", "N", "O", "C", "C", "C", "C", "C", "C", "H", "H", "O", "C", "H", "H", "H", "H", "H", "C", "H", "C", "H", "H", "H", "H", "H", "H", "H", "C", "C", "C", "C", "C", "C", "H", "H", "O", "C", "H", "H", "H", "H", "H", "H", "H", "H"], "xyz": [[-0.55724, -0.40531, 3.56756], [-1.52721, -0.11870, 3.96628], [-0.52402, -1.48843, 3.46270], [-0.32927, 0.26967, 2.22027], [-1.34019, -0.12729, 1.24633], [-2.39477, 0.70690, 1.05708], [-2.52837, 1.70680, 1.73919], [-3.42460, 0.37030, -0.03233], [-4.03783, -0.44589, 0.36269], [-4.32023, 1.60255, -0.23399], [-3.48363, 2.79917, -0.72557], [-2.33195, 2.33190, -1.47528], [-1.11042, 2.37551, -0.92242], [-0.10488, 1.59063, -1.21581], [0.89852, 2.09211, -0.43847], [0.53526, 3.12441, 0.27551], [-0.78719, 3.33159, -0.03969], [2.21884, 1.49785, -0.39226], [3.15306, 1.91677, 0.54878], [4.40419, 1.33320, 0.60823], [4.73999, 0.31313, -0.27869], [3.80186, -0.10677, -1.22558], [2.55818, 0.47922, -1.28318], [1.83369, 0.16815, -2.02026], [4.08260, -0.89401, -1.90769], [5.93712, -0.33284, -0.30755], [6.93774, 0.05796, 0.60139], [7.21905, 1.10667, 0.46311], [6.62409, -0.10106, 1.63816], [7.79613, -0.57597, 0.38457], [5.10901, 1.67911, 1.34782], [2.88207, 2.70565, 1.23241], [-2.61272, 1.16828, -2.28753], [-3.49658, 1.40302, -2.88466], [-2.84814, -0.05865, -1.39395], [-1.90620, -0.58363, -1.26057], [-3.54520, -0.73921, -1.88569], [-1.76565, 1.00098, -2.95272], [-4.08370, 3.44369, -1.37623], [-3.12433, 3.38267, 0.12125], [-4.79707, 1.87011, 0.70792], [-5.09747, 1.35360, -0.95828], [-1.22004, -1.44789, 0.75279], [-2.17996, -2.41190, 1.05083], [-2.03210, -3.70480, 0.59839], [-0.91284, -4.07301, -0.15038], [0.05706, -3.11550, -0.43102], [-0.09796, -1.81768, 0.02119], [0.65202, -1.07826, -0.21542], [0.93846, -3.36397, -1.00017], [-0.86529, -5.37367, -0.54581], [0.24084, -5.80832, -1.29975], [0.31565, -5.27057, -2.25028], [0.06512, -6.86454, -1.49713], [1.17647, -5.69559, -0.74285], [-2.76908, -4.45940, 0.82267], [-3.03718, -2.14658, 1.65096], [-0.39245, 1.35375, 2.33271], [0.65551, 0.00880, 1.82494], [0.21281, -0.09618, 4.26879]], "forces_ev_per_angstrom": [[0.050, 0.094, -0.241], [-0.093, 0.025, 0.064], [0.014, -0.100, 0.060], [0.089, 0.228, 0.417], [0.338, 0.076, 0.086], [-0.300, -0.413, -0.169], [-0.118, 0.262, 0.205], [-0.230, 0.127, 0.035], [0.054, 0.062, -0.023], [0.131, -0.060, 0.198], [-0.387, 0.348, 0.181], [0.032, 0.184, 0.102], [0.780, 0.146, -0.206], [-0.259, -0.212, -0.179], [-0.960, 0.667, 0.117], [1.239, -0.076, 0.418], [-0.794, -0.246, -0.518], [0.509, -0.099, 0.154], [-0.230, -0.110, -0.240], [0.352, -0.107, 0.062], [-0.145, -0.028, -0.094], [0.257, -0.043, 0.096], [0.003, 0.165, 0.124], [-0.060, -0.052, -0.069], [0.030, -0.085, -0.086], [-0.327, -0.024, -0.198], [0.172, 0.071, 0.170], [-0.021, -0.037, 0.014], [0.008, 0.020, -0.043], [-0.039, 0.071, 0.056], [0.080, 0.003, 0.052], [0.013, 0.084, 0.110], [0.080, -0.308, -0.207], [0.059, 0.004, -0.013], [0.081, 0.029, -0.057], [-0.097, -0.005, -0.133], [0.019, -0.046, -0.003], [-0.159, -0.008, -0.048], [0.026, -0.014, 0.086], [-0.128, -0.047, -0.126], [-0.065, 0.023, -0.078], [-0.033, -0.030, -0.002], [-0.018, -0.353, -0.111], [0.217, 0.086, -0.068], [0.102, -0.205, -0.180], [-0.137, 0.128, 0.086], [0.067, -0.302, -0.082], [-0.275, 0.118, 0.173], [0.052, 0.094, -0.011], [0.080, -0.065, -0.065], [-0.228, 0.132, 0.172], [0.170, -0.065, -0.113], [0.008, -0.008, 0.039], [0.061, 0.075, -0.014], [-0.030, 0.010, -0.026], [-0.093, -0.098, 0.030], [-0.079, 0.042, 0.080], [0.109, -0.165, -0.090], [-0.058, 0.050, -0.022], [0.081, -0.013, 0.129]]}

{"formula": "C20H25N3O5", "method": "the ωB97M-V functional and the def2-TZVPD basis", "smiles": "CC(=O)c1ccc(OCc2cc(C(=O)N(C)CCN3CCOCC3)no2)cc1", "total_energy_ev": -35851.836, "total_charge": 0, "elements": ["C", "C", "O", "C", "C", "C", "C", "C", "C", "H", "H", "O", "C", "C", "C", "C", "N", "O", "C", "O", "N", "C", "H", "H", "H", "C", "H", "H", "C", "N", "C", "C", "O", "C", "C", "H", "H", "H", "H", "H", "H", "H", "H", "H", "H", "H", "H", "H", "H", "H", "H", "H", "H"], "xyz": [[-0.62747, -1.46206, -4.52063], [0.82024, -1.24944, -4.16559], [1.60090, -0.73721, -4.93994], [1.25389, -1.68630, -2.81566], [2.62027, -1.66398, -2.52116], [3.08475, -2.02730, -1.27931], [2.18787, -2.41283, -0.28077], [0.82620, -2.45035, -0.56675], [0.36931, -2.09798, -1.82335], [-0.69102, -2.12681, -2.01332], [0.11120, -2.75762, 0.18013], [2.74574, -2.73957, 0.92130], [1.92127, -2.80506, 2.06487], [1.23785, -1.50051, 2.33075], [-0.07284, -1.14313, 2.45115], [-0.03025, 0.27005, 2.60949], [1.21420, 0.68304, 2.58191], [1.99971, -0.39665, 2.41801], [-1.26414, 1.09296, 2.66713], [-2.34448, 0.51946, 2.71296], [-1.15509, 2.43870, 2.64609], [0.09976, 3.14688, 2.60563], [0.59926, 3.02944, 1.64168], [0.76689, 2.77227, 3.37859], [-0.09564, 4.20315, 2.78290], [-2.33536, 3.18666, 2.27424], [-2.39284, 4.10702, 2.86048], [-3.19973, 2.56327, 2.50627], [-2.29900, 3.52533, 0.77016], [-1.89814, 2.36033, 0.00850], [-1.24931, 2.65991, -1.25368], [-0.68517, 1.35924, -1.82657], [-1.70372, 0.40879, -2.03213], [-2.37903, 0.14073, -0.82258], [-2.97148, 1.40790, -0.21248], [-3.43018, 1.15025, 0.74164], [-3.74160, 1.81979, -0.88937], [-3.16622, -0.57646, -1.06091], [-1.68023, -0.30456, -0.09960], [-0.21836, 1.52964, -2.79829], [0.06401, 0.95320, -1.12944], [-0.43096, 3.36297, -1.08435], [-1.95205, 3.10058, -1.98348], [-1.55680, 4.30891, 0.59944], [-3.28371, 3.91592, 0.46572], [-0.95181, -1.75107, 2.43686], [2.60952, -3.04117, 2.88268], [1.17197, -3.60246, 1.98561], [4.13722, -2.01249, -1.04487], [3.30447, -1.34728, -3.29398], [-1.24973, -0.84677, -3.87236], [-0.79012, -1.17411, -5.55612], [-0.90357, -2.50483, -4.38371]], "forces_ev_per_angstrom": [[0.078, 0.159, -0.278], [-0.277, -0.013, -0.171], [0.007, -0.012, 0.016], [0.305, -0.064, 0.348], [-0.135, -0.001, -0.015], [-0.046, -0.062, 0.233], [-0.049, 0.110, -0.323], [0.098, -0.184, 0.392], [0.182, 0.106, -0.308], [-0.123, 0.013, -0.043], [-0.033, -0.018, 0.046], [0.133, -0.024, -0.227], [0.001, 0.150, 0.230], [-1.015, 0.017, 0.033], [0.749, -0.048, 0.092], [0.646, -0.869, -0.136], [-0.396, 0.882, 0.076], [0.309, -0.663, -0.052], [-0.178, 0.578, 0.205], [0.094, -0.348, -0.095], [-0.219, 0.053, 0.294], [0.333, 0.095, 0.026], [0.049, 0.071, -0.019], [-0.001, 0.185, -0.084], [-0.035, 0.006, 0.013], [-0.338, -0.028, -0.196], [-0.017, -0.061, 0.001], [0.075, 0.176, 0.015], [0.083, -0.139, 0.178], [-0.055, 0.142, -0.100], [0.129, -0.281, -0.160], [0.223, 0.398, 0.001], [-0.172, -0.036, -0.127], [-0.314, 0.047, 0.236], [0.047, -0.300, -0.091], [-0.045, -0.006, -0.038], [0.035, -0.011, 0.029], [0.029, 0.007, 0.070], [-0.038, -0.022, 0.000], [0.032, 0.023, 0.053], [-0.012, 0.048, -0.051], [-0.006, 0.011, -0.022], [0.065, 0.016, 0.025], [-0.044, 0.021, -0.040], [0.079, 0.049, 0.001], [-0.176, -0.176, -0.059], [-0.173, -0.035, -0.112], [0.077, 0.135, 0.047], [0.130, 0.016, 0.023], [0.050, 0.025, -0.051], [-0.100, -0.028, 0.073], [0.036, -0.006, -0.013], [-0.073, -0.101, 0.053]]}

{"formula": "C6H13NO2", "method": "the ωB97M-V functional and the def2-TZVPD basis", "smiles": "C[C@H]1[C@@H](O)C(C)(C)N1O", "total_energy_ev": -12015.535, "total_charge": 0, "elements": ["C", "C", "C", "C", "O", "H", "H", "H", "H", "H", "H", "H", "H", "C", "C", "O", "N", "H", "H", "H", "H", "H"], "xyz": [[-1.79806, -0.03513, 1.16745], [0.31546, 1.27670, 1.60027], [-0.36222, 0.22809, 0.73567], [0.43825, -1.03809, 0.41744], [1.82804, -1.15968, 0.75759], [2.24252, -0.28374, 0.77169], [-0.06704, -1.96990, 0.69221], [-2.39478, 0.88164, 1.14662], [-2.29109, -0.77952, 0.53551], [-0.27806, 2.19456, 1.64092], [0.43562, 0.90069, 2.62295], [-1.80518, -0.41565, 2.19585], [1.31129, 1.53365, 1.22773], [1.35383, -0.67517, -2.05470], [0.14149, -0.64995, -1.14842], [-1.60178, 0.87452, -1.34365], [-0.25885, 0.70996, -0.79917], [-1.53004, 1.75148, -1.75773], [-0.66136, -1.29699, -1.52472], [1.81786, -1.66514, -2.05527], [1.04968, -0.43238, -3.07842], [2.11442, 0.05004, -1.74981]], "forces_ev_per_angstrom": [[0.098, -0.139, 0.108], [0.040, -0.259, 0.339], [0.028, 1.674, -0.838], [0.204, 0.085, -2.304], [-1.042, 0.400, 0.149], [-0.250, -0.270, -0.086], [0.365, 0.208, 0.204], [0.146, -0.135, -0.086], [0.096, 0.137, 0.015], [0.048, -0.122, -0.096], [-0.042, 0.069, -0.075], [0.113, 0.034, -0.117], [-0.133, 0.030, -0.057], [-0.072, -0.235, -0.353], [1.820, -1.318, 1.223], [0.756, 0.976, -0.136], [-1.793, -1.173, 1.791], [-0.203, -0.413, 0.184], [-0.027, 0.474, 0.042], [-0.059, 0.061, -0.045], [0.102, -0.002, 0.066], [-0.197, -0.081, 0.071]]}

Short version: HOMO-LUMO gap = 0.323; 0.350; 0.368 Ha, in the order given.
Short version: E_HOMO = -8.157; -8.910; -9.162 eV, in the order given.